(1)
The following is a quantum chemistry calculation of a 2-piece molecular cluster, C27H39BrF18N4O3Si2 overall at a distorted geometry, from OMol25.

For the total energy, the calculation gives -6447.45201 a.u. Its molar mass is 945.67 g/mol. The gap between HOMO and LUMO is 1.38 eV. The maximum force comes out at 4.1 eV Å⁻¹.

Last column: Löwdin charge in e.
Positions of all 94 atoms, in Å:
C: -3.7194 -1.4406 -6.1467  -0.087
C: -5.1266 -2.0446 -5.8962  -0.125
C: -5.1389 -3.4428 -5.2819  -0.486
O: -6.1463 -4.0414 -5.2596  0.167
O: -4.0102 -4.0171 -4.7138  -0.028
C: -4.0654 -3.9904 -3.2744  -0.127
C: -3.4569 -2.6357 -2.8255  -0.087
N: -3.5548 -2.2911 -1.3962  0.048
C: -2.5948 -2.9512 -0.6263  -0.277
N: -1.9610 -4.1074 -0.9869  0.165
N: -2.2778 -2.4110 0.6245  0.051
C: -0.9912 -1.6559 0.5924  -0.075
C: -0.5442 -1.2273 -0.8256  -0.048
C: 0.6051 -0.2176 -0.7448  -0.434
F: 0.1209 0.8731 -0.1130  0.130
F: 1.5417 -0.7348 0.0693  0.138
C: 1.2535 0.1133 -2.1270  -0.365
F: 0.7309 -0.7137 -3.0612  0.131
F: 2.5386 -0.1861 -2.0915  0.192
C: 1.0031 1.5558 -2.6480  -0.346
F: -0.3134 1.7897 -2.6512  0.167
F: 1.3766 1.5540 -3.9320  0.168
C: 1.8493 2.6535 -1.9061  -0.367
F: 2.8655 2.9520 -2.7000  0.192
F: 2.3719 2.1512 -0.7883  0.166
C: 1.0538 3.9168 -1.5154  -0.354
F: 0.0745 3.6201 -0.6800  0.180
F: 0.5037 4.4313 -2.6193  0.166
C: 1.9182 5.0670 -0.8420  -0.586
F: 3.1862 4.7919 -0.7425  0.212
F: 1.7261 6.1857 -1.4999  0.201
F: 1.4635 5.2868 0.3778  0.189
C: -3.4033 -1.6220 1.1073  -0.437
F: -3.3045 -0.3252 0.6247  0.065
C: -3.3509 -1.5434 2.6509  -0.064
C: -4.4072 -0.6033 3.2205  -0.807
O: -5.4786 -0.9222 3.4652  0.085
Br: -3.9257 1.2652 3.6045  0.715
C: -4.7123 -2.3224 0.7140  -0.005
C: -4.9029 -2.3691 -0.8295  -0.129
C: -5.8613 -1.2237 -1.2076  -0.426
F: -5.7055 -0.7516 -2.4638  0.128
F: -5.7978 -0.1642 -0.3878  0.144
C: -7.3374 -1.7044 -1.1311  -0.319
F: -7.7427 -1.9143 0.1278  0.118
F: -7.5543 -2.7513 -1.9437  0.106
H: -3.4672 -0.7745 -5.3078  0.064
H: -3.6874 -0.8001 -7.0356  0.076
H: -2.9393 -2.2010 -6.2534  0.079
H: -5.6206 -2.1409 -6.8700  0.123
H: -5.7361 -1.3758 -5.2781  0.119
H: -5.1118 -4.1470 -2.9813  0.122
H: -3.4485 -4.8293 -2.9466  0.118
H: -3.8532 -1.8639 -3.4902  0.107
H: -2.3852 -2.6906 -3.0618  0.134
H: -2.3935 -4.9815 -0.7143  0.130
H: -1.1351 -4.1619 -1.5667  0.120
H: -0.2151 -2.3488 0.9474  0.140
H: -0.9646 -0.8270 1.3062  0.137
H: -1.3344 -0.7446 -1.4138  0.139
H: -0.1404 -2.1272 -1.3071  0.125
H: -2.3432 -1.2799 2.9913  0.123
H: -3.5742 -2.5452 3.0387  0.143
H: -4.6087 -3.3684 1.0421  0.152
H: -5.5785 -1.9309 1.2495  0.123
H: -5.4334 -3.3127 -1.0172  0.157
H: -7.9383 -0.8723 -1.5286  0.179
C: 3.1942 1.3019 2.2939  -0.205
Si: 4.7356 2.2264 2.8716  0.237
C: 4.1537 3.7206 3.8628  -0.191
C: 5.6274 2.8481 1.3310  -0.183
N: 5.6757 1.1375 3.7934  -0.195
Si: 7.1719 1.5513 4.5171  0.238
C: 7.0174 2.9352 5.7877  -0.197
C: 8.4842 2.0487 3.2585  -0.198
C: 7.8135 0.0273 5.4237  -0.210
H: 2.5547 1.9607 1.6971  -0.002
H: 3.4690 0.4414 1.6792  0.014
H: 2.6162 0.9475 3.1502  0.020
H: 3.3635 4.2520 3.3205  0.012
H: 4.9655 4.4298 4.0341  0.010
H: 3.7504 3.4138 4.8294  0.024
H: 6.0972 2.0228 0.7927  0.026
H: 6.3951 3.5827 1.5802  0.013
H: 4.9184 3.3334 0.6517  -0.002
H: 6.8738 3.9063 5.3097  0.008
H: 7.9288 2.9988 6.3913  0.018
H: 6.1790 2.7528 6.4625  0.022
H: 8.5184 1.3391 2.4298  0.022
H: 9.4730 2.0656 3.7289  0.018
H: 8.2979 3.0458 2.8549  0.008
H: 7.9553 -0.8012 4.7264  0.015
H: 7.1067 -0.2859 6.1948  0.015
H: 8.7740 0.2394 5.9041  0.013

Cartesian forces (eV/Å) of the 3 atoms listed first:
-0.19 0.46 0.48
1.57 -0.06 -0.83
0.52 1.04 -0.06

(2)
The following is a quantum chemistry calculation of a 7-piece molecular cluster, C27H39ClF18N2O12PS overall at a distorted geometry, from OMol25.

For the total energy, the calculation gives -5061.71607 a.u. Its molar mass is 1024.07 g/mol. The gap between HOMO and LUMO is 8.04 eV. The charge is +1. The maximum force comes out at 3.0 eV Å⁻¹.

Last column: Löwdin charge in e.
Positions of all 101 atoms, in Å:
C: 2.8372 -4.2835 -1.4974  -0.082
N: 1.5541 -3.8090 -0.8502  -0.752
Cl: 1.7556 -3.9435 0.8925  0.830
C: 0.4300 -4.7487 -1.2599  -0.197
C: -0.9537 -4.2133 -1.0620  -0.264
N: -1.4270 -4.0892 0.0841  0.156
P: 1.2610 -2.0247 -1.1731  0.382
S: 2.7211 -0.9505 -0.5342  0.262
H: 2.9227 -3.8923 -2.4978  0.104
H: 2.7853 -5.3573 -1.5270  0.102
H: 3.6592 -4.0087 -0.8660  0.074
H: 0.5716 -5.0470 -2.2861  0.131
H: 0.5476 -5.6329 -0.6576  0.119
H: -1.5270 -3.9383 -1.9372  0.114
H: -2.3728 -3.7252 0.0233  0.062
H: 0.0933 -1.7717 -0.4526  -0.007
H: 1.0506 -1.8884 -2.5558  0.016
C: 2.6503 -3.2831 4.0164  -0.080
C: 3.9130 -2.7052 4.6222  -0.188
O: 3.9937 -3.0013 6.0233  0.035
C: 4.3954 -4.2279 6.3356  -0.395
O: 4.6921 -5.0952 5.5725  0.177
C: 4.4526 -4.3703 7.8658  -0.546
F: 3.3332 -3.8854 8.4205  0.157
F: 5.4949 -3.6831 8.3480  0.177
F: 4.5859 -5.6423 8.2151  0.186
H: 1.7696 -2.9295 4.5525  0.093
H: 2.5681 -2.9815 2.9720  0.000
H: 2.6519 -4.3726 4.0694  0.080
H: 3.9063 -1.6203 4.5545  0.130
H: 4.8069 -3.0662 4.1154  0.129
C: -0.8541 2.6603 -5.8955  -0.051
C: -0.8140 2.3364 -4.4186  -0.182
O: -1.6307 1.1725 -4.1142  0.058
C: -1.1120 0.0011 -4.3704  -0.429
O: -0.0256 -0.2533 -4.8067  0.155
C: -2.0981 -1.0938 -3.9345  -0.539
F: -3.3396 -0.8661 -4.3397  0.196
F: -2.0937 -1.1716 -2.5812  0.116
F: -1.7191 -2.2933 -4.3871  0.152
H: -1.8839 2.7922 -6.2274  0.087
H: -0.3022 3.5770 -6.0930  0.087
H: -0.4166 1.8651 -6.4946  0.069
H: -1.2448 3.1415 -3.8359  0.115
H: 0.1992 2.1754 -4.0597  0.121
C: -3.2174 -0.5396 0.8001  -0.058
C: -4.5061 -1.3348 0.8468  -0.201
O: -5.2320 -1.0803 2.0560  0.035
C: -5.9242 0.0554 2.0846  -0.394
O: -5.9950 0.8630 1.2112  0.181
C: -6.6704 0.1712 3.4251  -0.552
F: -5.8549 -0.1102 4.4477  0.170
F: -7.6917 -0.6945 3.4456  0.174
F: -7.1457 1.3984 3.5823  0.185
H: -2.6140 -0.7371 1.6880  0.086
H: -2.6402 -0.8028 -0.0878  0.050
H: -3.4133 0.5305 0.7783  0.083
H: -4.2958 -2.4036 0.8542  0.112
H: -5.1363 -1.1310 -0.0181  0.130
C: 1.0359 -2.1478 9.6043  -0.064
C: 0.9405 -1.0049 10.5908  -0.184
O: 0.7750 0.2571 9.9121  0.035
C: -0.4429 0.5284 9.4733  -0.409
O: -1.4166 -0.1523 9.5841  0.175
C: -0.4465 1.9102 8.7962  -0.548
F: 0.5842 2.0321 7.9464  0.159
F: -0.3453 2.8731 9.7197  0.173
F: -1.5730 2.0921 8.1151  0.173
H: 1.8353 -1.9631 8.8889  0.070
H: 1.2387 -3.0818 10.1255  0.084
H: 0.1076 -2.2602 9.0452  0.079
H: 1.8652 -0.9073 11.1539  0.127
H: 0.1297 -1.1497 11.3027  0.128
C: 1.5049 4.4739 1.4813  -0.058
C: 0.3798 5.3419 0.9614  -0.183
O: 0.6408 5.7938 -0.3848  0.046
C: 0.4064 4.9320 -1.3518  -0.405
O: -0.0044 3.8129 -1.2439  0.156
C: 0.7022 5.5915 -2.7097  -0.540
F: 1.8810 6.2155 -2.7049  0.180
F: -0.2489 6.4836 -3.0054  0.179
F: 0.7178 4.6636 -3.6716  0.154
H: 2.4552 5.0033 1.4146  0.086
H: 1.3220 4.2105 2.5219  0.084
H: 1.5941 3.5549 0.9032  0.072
H: 0.2940 6.2493 1.5528  0.129
H: -0.5796 4.8283 0.9941  0.126
C: 1.0419 1.0813 -11.7393  -0.058
C: 1.5086 2.4467 -11.2839  -0.189
O: 0.3952 3.3320 -11.0438  0.042
C: -0.2407 3.1793 -9.8986  -0.401
O: 0.0086 2.3946 -9.0315  0.159
C: -1.3736 4.2157 -9.7966  -0.547
F: -2.0943 4.2554 -10.9195  0.176
F: -0.8558 5.4316 -9.5786  0.172
F: -2.1833 3.9152 -8.7827  0.166
H: 0.4059 1.1715 -12.6198  0.086
H: 1.8990 0.4572 -11.9878  0.084
H: 0.4657 0.5813 -10.9622  0.076
H: 2.0916 2.9300 -12.0635  0.127
H: 2.1272 2.3875 -10.3898  0.125

Cartesian forces (eV/Å) of the 3 atoms listed first:
-0.24 -0.13 0.36
-0.33 -0.94 -0.20
-0.12 0.09 -0.21

(3)
The following is a quantum chemistry calculation of a 4-piece molecular cluster, C27H39F24NO4SSi overall at a distorted geometry, from OMol25.

For the total energy, the calculation gives -4492.34153 a.u. Its molar mass is 957.72 g/mol. The gap between HOMO and LUMO is 9.73 eV. The maximum force comes out at 4.0 eV Å⁻¹.

Last column: Löwdin charge in e.
Positions of all 97 atoms, in Å:
C: 6.7190 0.1225 2.1360  -0.144
C: 6.5898 1.6084 1.5360  -0.268
C: 6.3822 1.6447 -0.0503  -0.221
C: 6.2319 3.1491 -0.6299  -0.196
C: 4.7030 3.5079 -1.0446  -0.190
C: 3.7845 3.0531 0.1806  -0.241
C: 2.3014 3.6637 0.1684  -0.187
C: 1.2497 2.5390 -0.3403  -0.241
C: 0.3230 1.9351 0.8183  -0.301
Si: 0.9838 0.3775 1.6971  0.338
S: 2.9739 0.6377 2.5779  0.470
N: 0.8964 -1.1276 0.7387  -0.188
C: 1.7834 -2.2061 1.2961  -0.173
C: 1.2706 -0.9306 -0.6648  -0.455
C: 2.7393 -1.0034 -1.2594  -0.017
O: 0.3505 -0.6392 -1.4746  0.019
H: 7.8018 -0.2519 2.0863  0.073
H: 6.4429 0.1189 3.2532  0.070
H: 6.0132 -0.6282 1.6406  0.062
H: 5.7584 2.1194 2.1247  0.069
H: 7.5597 2.1951 1.7384  0.113
H: 7.3301 1.1801 -0.5118  0.112
H: 5.5289 0.9558 -0.4003  0.092
H: 6.9527 3.2466 -1.5013  0.102
H: 6.4824 3.8408 0.2480  0.105
H: 4.6567 4.6165 -1.2872  0.105
H: 4.4508 2.9426 -2.0156  0.117
H: 4.2387 3.3357 1.1966  0.078
H: 3.6597 1.9169 0.0772  0.054
H: 1.9641 4.0042 1.2135  0.088
H: 2.1926 4.5966 -0.4924  0.115
H: 1.7921 1.7748 -0.9797  0.087
H: 0.5432 3.1017 -1.0557  0.112
H: 0.2448 2.7528 1.6279  0.080
H: -0.7576 1.7315 0.4981  0.088
H: 0.0994 0.1621 2.8687  -0.025
H: 3.0174 1.8407 3.2485  -0.179
H: 2.8947 -1.9370 1.2846  0.059
H: 1.6974 -3.1789 0.6895  0.107
H: 1.5353 -2.4325 2.3943  0.098
H: 3.4562 -0.2389 -0.7812  0.069
H: 2.7783 -0.7808 -2.3843  0.103
H: 3.2054 -2.0400 -1.0822  0.091
C: -3.4445 -3.5250 -4.3604  -0.040
C: -4.7857 -2.7566 -4.3762  -0.433
C: -5.1689 -2.0985 -5.7045  -0.302
F: -4.2804 -1.1717 -6.1025  0.096
F: -6.3590 -1.4553 -5.5816  0.089
F: -4.7890 -1.8569 -3.3658  0.130
F: -5.7608 -3.6648 -4.0741  0.096
O: -2.3001 -2.8410 -3.8301  0.036
C: -1.5755 -1.9962 -4.6987  -0.501
C: -1.6252 -0.5258 -4.2714  -0.274
F: -2.8935 -0.0644 -4.2077  0.093
F: -0.9699 0.2588 -5.1627  0.095
F: -1.9879 -2.1930 -5.9666  0.132
F: -0.2952 -2.4293 -4.6551  0.143
H: -3.5898 -4.3604 -3.6701  0.140
H: -3.2246 -3.9960 -5.3212  0.144
H: -5.2729 -2.8432 -6.4981  0.173
H: -1.1696 -0.3904 -3.2893  0.148
C: 2.5541 5.4908 6.2559  -0.038
C: 2.4454 7.0234 6.4244  -0.436
C: 1.4136 7.7299 5.5409  -0.302
F: 1.6656 7.5838 4.2274  0.095
F: 1.4266 9.0649 5.7835  0.095
F: 3.6737 7.5695 6.2712  0.130
F: 2.0928 7.2501 7.7238  0.105
O: 3.6072 4.9944 5.4146  0.038
C: 3.3668 4.9295 4.0271  -0.494
C: 4.2816 5.8597 3.2222  -0.273
F: 4.1485 7.1455 3.6042  0.105
F: 3.9768 5.8094 1.9039  0.098
F: 2.0589 5.1359 3.7870  0.135
F: 3.6096 3.6424 3.6689  0.081
H: 2.8074 5.1007 7.2451  0.149
H: 1.5932 5.0302 6.0156  0.144
H: 0.4037 7.3640 5.7437  0.174
H: 5.3287 5.5782 3.3489  0.179
C: -8.2283 -5.6558 -1.8993  -0.041
C: -9.4385 -6.4471 -1.3530  -0.435
C: -9.3619 -6.8728 0.1158  -0.302
F: -8.3238 -7.6900 0.3679  0.093
F: -10.4796 -7.5613 0.4619  0.092
F: -9.6660 -7.5114 -2.1574  0.128
F: -10.5290 -5.6358 -1.4858  0.104
O: -7.2393 -6.3914 -2.6355  0.030
C: -6.2353 -7.0435 -1.8896  -0.507
C: -6.2901 -8.5683 -2.0301  -0.278
F: -7.4820 -9.0653 -1.6415  0.098
F: -5.3486 -9.1553 -1.2527  0.098
F: -6.2829 -6.6304 -0.6097  0.138
F: -5.0568 -6.5918 -2.3794  0.137
H: -8.6359 -4.9598 -2.6371  0.149
H: -7.7740 -5.0167 -1.1388  0.145
H: -9.2881 -6.0039 0.7749  0.173
H: -6.1231 -8.8681 -3.0662  0.175

Cartesian forces (eV/Å) of the 3 atoms listed first:
0.26 0.16 0.54
0.18 -0.44 0.05
0.53 -0.19 -0.15